Record 1
Entry from the Open Molecules 2025 dataset: a molecular structure, C25H42CaCl4F2MgN7O8PS in a non-equilibrium geometry (the ωB97M-V functional and the def2-TZVPD basis).

Computed properties:
E_tot: -5620.1610 a.u.
HOMO-LUMO gap: 1.0 eV
maximum force: 0.048 Eh/bohr

The geometry in ORCA input format:
```
! wB97M-V def2-TZVPD RIJCOSX def2/J DEFGRID3
* xyz 0 1
C 4.31833 -4.27195 1.03283
C 3.64935 -2.91194 0.80795
C 4.33481 -1.85924 1.67175
C 3.69908 -2.47442 -0.65555
C 2.81930 -3.32165 -1.59460
C 1.41258 -3.00096 -1.29080
N 0.64692 -2.03942 -1.79572
C -0.49500 -2.14465 -1.15889
N -1.50385 -1.27546 -1.42872
C -2.80900 -1.20525 -0.76908
C -2.73791 -0.28404 0.43591
C -1.76894 -0.40116 1.41997
C -1.69774 0.46878 2.48929
C -2.61657 1.50044 2.58359
C -3.58160 1.62690 1.60287
C -3.65655 0.74721 0.53840
P -1.14190 -0.12839 -2.64852
S -0.13096 1.37280 -1.95091
N -0.52263 -3.15681 -0.27104
C -1.48593 -3.74067 0.63344
C -2.43983 -4.72488 -0.04372
C -3.68200 -4.91573 0.79593
O -4.70117 -5.50540 -0.01013
N 0.73234 -3.68439 -0.37135
H 4.31327 -4.49674 2.09436
H 5.32747 -4.30087 0.63055
H 3.73497 -5.03239 0.51826
H 2.63359 -2.98835 1.18995
H 5.23104 -1.48575 1.15067
H 3.68648 -1.00452 1.84905
H 4.63954 -2.23602 2.63955
H 4.73906 -2.53519 -0.98371
H 3.37734 -1.43333 -0.69349
H 2.99601 -4.38535 -1.47905
H 2.99190 -3.06366 -2.63123
H -3.23508 -2.18190 -0.56158
H -3.48830 -0.72048 -1.46284
H -1.02949 -1.18319 1.33615
H -0.92150 0.34954 3.23193
H -2.55447 2.20178 3.39974
H -4.26830 2.45512 1.68553
H -4.42739 0.91012 -0.20060
H -2.41294 0.34821 -2.99884
H -0.49817 -0.80905 -3.68591
H -2.08410 -3.00767 1.16205
H -0.94210 -4.29387 1.39298
H -1.95466 -5.67641 -0.24591
H -2.76906 -4.36449 -1.01721
H -3.51508 -5.55935 1.65784
H -4.01976 -3.93630 1.14622
H -5.52865 -5.30275 0.43069
H 1.03420 -4.46739 0.17885
C -2.61069 3.58465 -4.08795
Cl -3.03585 3.16491 -2.43018
Cl -3.92779 4.43210 -4.91763
H -1.74009 4.22842 -4.06834
H -2.38895 2.67503 -4.63301
F 0.86595 -3.48826 -3.46542
C -3.55996 9.87949 -6.36288
O -3.41355 9.86142 -5.15912
N -3.24654 8.85725 -7.18614
C -3.44012 8.92845 -8.62192
C -2.69665 7.64849 -6.59960
H -3.97049 10.75391 -6.89623
H -4.12591 8.14262 -8.94706
H -2.48520 8.79784 -9.13609
H -3.85740 9.89492 -8.89497
H -3.40466 7.22823 -5.88402
H -1.76870 7.88099 -6.07204
H -2.49727 6.92447 -7.37635
Mg -1.95652 5.47847 -8.27102
C 5.79102 1.22834 4.15813
Cl 5.46777 1.74345 2.47356
Cl 5.89691 -0.52647 4.25236
H 6.84517 1.71528 4.39864
H 5.00302 1.57774 4.81961
N 8.32052 0.42554 6.46758
O 7.49053 1.26861 6.06203
O 8.34534 0.12848 7.67223
O 9.09909 -0.11429 5.66669
C -0.54415 0.13602 7.24421
C -0.21660 0.73076 5.95915
N 0.04190 1.20202 4.94548
H -1.39607 0.63863 7.69825
H -0.79505 -0.91731 7.13205
H 0.29690 0.21093 7.93118
F 7.96199 2.13587 3.70690
Ca 7.08617 0.49656 1.13987
C -2.27933 -5.90699 4.37349
O -2.21578 -7.11519 4.17745
O -1.83602 -5.02751 3.58982
O -2.79992 -5.37330 5.38441
*
```



Record 2
Entry from the Open Molecules 2025 dataset: a molecular structure, C25H42Cl2HoO2P2 in a non-equilibrium geometry (the ωB97M-V functional and the def2-TZVPD basis).

Computed properties:
E_tot: -3679.1213 a.u.
HOMO-LUMO gap (alpha / beta): 5.6 / 5.6 eV
maximum force: 0.100 Eh/bohr

The geometry in ORCA input format:
```
! wB97M-V def2-TZVPD RIJCOSX def2/J DEFGRID3
* xyz 1 5
Ho 0.99116 0.69821 -1.82989
C 0.14208 0.93104 0.54423
C 1.21645 1.87612 0.37769
C -0.51542 2.50395 -1.05051
C -0.94694 1.35501 -0.30677
C 0.80442 2.84566 -0.60723
C -0.03789 0.04632 1.72261
H 0.88983 -0.04968 2.29673
H -0.37738 -0.95693 1.43656
H -0.80534 0.45654 2.40501
C -2.36384 0.97335 -0.11243
H -2.46964 0.19570 0.65006
H -2.78362 0.58016 -1.04868
H -2.97049 1.84856 0.18515
C -1.38954 3.29620 -1.96494
H -2.23161 3.74837 -1.42087
H -1.81708 2.66147 -2.75287
H -0.81966 4.09951 -2.44402
C 1.56133 4.08402 -0.95100
H 0.88125 4.93315 -1.11687
H 2.16469 3.96945 -1.86434
H 2.24990 4.35742 -0.14385
C 2.39556 1.98089 1.28032
H 2.75411 3.01810 1.36492
H 3.23997 1.37234 0.91957
H 2.14984 1.62821 2.29184
C 0.57174 -4.22518 0.56525
C 0.74669 -3.74352 1.80884
C 1.95383 -2.98742 2.25528
C 3.30172 -3.49743 1.69138
C 3.88698 -2.64150 0.53581
C 2.88757 -1.68028 -0.09682
C 1.55011 -2.24291 -0.65242
C 1.43701 -3.77387 -0.57634
H 2.06827 -3.00898 3.34700
H 3.24724 -4.56046 1.44812
H 1.84915 -1.92362 2.01741
H 2.44711 -4.19604 -0.46452
H -0.15533 -4.99532 0.30658
H 0.00417 -3.90967 2.59167
H 1.03572 -4.16110 -1.53923
H 0.69682 -1.72168 -0.15625
H 2.69583 -0.82501 0.56711
H 1.41775 -2.05348 -1.74503
H 4.03100 -3.40272 2.50916
H 4.67552 -2.03465 1.00206
P 4.68947 -3.41789 -0.90311
C 4.46059 -5.23129 -1.05803
C 6.45265 -3.10461 -0.61212
P 3.47383 -0.80568 -1.78750
C 4.20982 -2.46146 -2.31586
C 4.92099 0.24374 -1.57583
C 2.66467 -0.59955 -3.45363
H 3.80766 -5.48590 -1.91236
H 4.01563 -5.65084 -0.14333
H 5.43866 -5.73713 -1.21208
H 7.09368 -3.83135 -1.14191
H 6.61990 -3.20451 0.46908
H 6.73155 -2.08971 -0.92740
H 3.34677 -1.12021 -4.14046
H 2.63260 0.46812 -3.76431
H 1.68206 -1.11975 -3.56458
H 3.46583 -3.03584 -2.90276
H 5.07535 -2.26417 -2.96504
H 4.76121 1.18351 -2.12759
H 5.80640 -0.26027 -2.00048
H 5.08524 0.46551 -0.50884
Cl -2.07316 -2.32779 -0.78387
C -2.27441 -2.01025 -2.54528
Cl -3.43363 -0.72357 -2.93844
C -0.88870 -1.61903 -3.01230
O -0.16134 -2.45820 -3.54385
O -0.56532 -0.37249 -2.71792
H -2.59298 -2.93232 -3.02305
*
```



Record 3
Entry from the Open Molecules 2025 dataset: a molecular structure, C25H42N4OPtSSi (the ωB97M-V functional and the def2-TZVPD basis).

Computed properties:
E_tot: -2079.0620 a.u.
HOMO-LUMO gap (alpha / beta): 7.7 / 6.3 eV
energy above the lowest of the compared OMol25 structures with the same formula, charge and spin: 1.025 eV
maximum force: 0.016 Eh/bohr

The geometry in ORCA input format:
```
! wB97M-V def2-TZVPD RIJCOSX def2/J DEFGRID3
* xyz 0 3
Pt -0.14471 0.10753 0.44904
C -5.43557 3.97441 -1.01569
Si -5.14192 2.13393 -1.23943
C -6.20472 1.52251 -2.65445
C -5.66866 1.28405 0.33420
C -3.32486 1.99725 -1.75896
C -2.93349 2.79116 -2.83266
C -1.60728 2.88153 -3.23615
C -0.66992 2.18489 -2.50484
N -0.99832 1.40707 -1.47472
C -2.29333 1.26654 -1.12131
S -2.50957 0.08447 0.13607
H -6.48363 4.17093 -0.76260
H -5.20067 4.53550 -1.92593
H -4.81275 4.37146 -0.20828
H -7.26163 1.71705 -2.44054
H -6.08368 0.44606 -2.80849
H -5.95350 2.02784 -3.59255
H -6.70737 1.56377 0.55071
H -5.04585 1.58582 1.17880
H -5.61203 0.19644 0.25346
H -3.68369 3.36444 -3.37290
H -1.31122 3.49734 -4.07460
H 0.38666 2.24326 -2.74615
C 0.36821 -2.53134 2.54714
N 1.15591 -3.23900 1.54848
C 2.46238 -3.68497 2.00584
C 0.82940 -3.11913 0.22654
O 0.03788 -2.26695 -0.19073
N 1.45367 -3.99291 -0.64170
C 1.30836 -3.71856 -2.06530
C 1.55348 -5.41035 -0.32232
H 0.12858 -3.20889 3.37004
H -0.55779 -2.18005 2.10409
H 0.91669 -1.67526 2.94925
H 2.93736 -2.87989 2.57261
H 3.10112 -3.93154 1.16228
H 2.38237 -4.55784 2.66113
H 1.17133 -2.65487 -2.21962
H 0.44297 -4.24111 -2.48647
H 2.20720 -4.05345 -2.58407
H 1.40725 -5.58245 0.73927
H 2.53018 -5.80376 -0.61332
H 0.78560 -5.97124 -0.86576
C 3.48121 0.97581 5.98114
C 2.27794 0.93356 5.06835
C 0.99967 0.85681 5.59522
C -0.09983 0.86670 4.74003
C -1.50717 0.76523 5.27326
C 0.10999 0.95765 3.37610
C 1.39421 0.97952 2.78072
C 2.47028 0.98784 3.69046
N 1.48115 0.92162 1.37483
C 2.55658 1.48221 0.49762
C 2.92540 0.41390 -0.53912
C 1.96138 2.70277 -0.21834
C 3.85924 1.94689 1.14570
H 3.19995 0.76120 7.01188
H 3.94183 1.96679 5.95749
H 4.24027 0.25329 5.67479
H 0.85402 0.80723 6.66975
H -1.56846 1.10405 6.30853
H -1.84885 -0.27293 5.24217
H -2.19911 1.35264 4.66728
H -0.75865 1.07049 2.73670
H 3.48637 0.97429 3.35028
H 2.02894 0.07228 -1.05625
H 3.38261 -0.44637 -0.04214
H 3.62872 0.81142 -1.27663
H 0.99649 2.44295 -0.64439
H 2.62946 3.04407 -1.01345
H 1.81489 3.52069 0.49090
H 4.42041 1.11847 1.57923
H 3.68816 2.71331 1.89986
H 4.47852 2.38763 0.36121
*
```